Molecular formula: CH2Br2S
Method: DFT, the ωB97M-V functional and the def2-TZVPD basis

Last column: Mulliken charge in e.
CARTESIAN COORDINATES (ANGSTROEM)
C  -0.756  0.153  -0.167  -0.327
S  0.557  -0.617  0.753  -0.106
Br  -0.921  2.123  -0.008  -0.012
Br  -2.396  -0.718  0.178  -0.019
H  -0.824  0.113  -1.923  0.274
H  1.460  -0.134  -0.234  0.190

Calculated values
Highest occupied orbital energy (eV): -9.51
HOMO-LUMO gap (eV): 8.8
E_LUMO (eV): -0.74
E (eV): -151986.2751

Molecular formula: C23H39NO2
Method: DFT, the ωB97M-V functional and the def2-TZVPD basis

Last column: Mulliken charge in e.
CARTESIAN COORDINATES (ANGSTROEM)
C  -5.225  -0.970  2.416  -1.310
C  -5.051  -1.239  1.132  0.391
C  -6.028  -2.075  0.357  -0.938
C  -6.612  -1.248  -0.789  -0.601
C  -5.493  -0.692  -1.662  -1.442
C  -4.488  0.153  -0.859  1.780
C  -5.174  1.410  -0.317  -1.983
C  -3.340  0.546  -1.801  -2.242
C  -2.085  1.091  -1.126  0.090
O  -2.218  2.474  -0.774  -0.418
C  -1.491  2.759  0.311  0.039
O  -1.398  3.864  0.765  -0.634
C  -0.819  1.494  0.833  0.081
C  0.656  1.489  0.401  -1.481
N  1.253  0.220  0.755  -0.012
C  2.534  -0.096  0.143  0.246
C  2.811  -1.575  0.399  -1.609
C  3.681  0.808  0.633  -0.801
C  5.015  0.579  -0.092  -0.562
C  5.992  -0.263  0.728  -0.672
C  7.283  -0.659  -0.005  0.597
C  8.064  0.558  -0.496  -1.611
C  7.014  -1.621  -1.160  -1.513
C  -1.652  0.395  0.172  0.609
C  -2.844  0.030  1.057  -2.060
C  -3.918  -0.725  0.280  0.660
H  -4.552  -0.357  2.988  0.299
H  -6.068  -1.367  2.956  0.337
H  -6.826  -2.433  1.009  0.408
H  -5.512  -2.946  -0.059  0.335
H  -7.208  -0.432  -0.380  0.334
H  -7.274  -1.872  -1.395  0.418
H  -5.916  -0.085  -2.465  0.478
H  -4.964  -1.529  -2.125  0.388
H  -4.447  2.170  -0.050  0.397
H  -5.771  1.179  0.562  0.410
H  -5.826  1.834  -1.078  0.427
H  -3.693  1.296  -2.511  0.508
H  -3.033  -0.335  -2.369  0.440
H  -1.267  1.038  -1.860  0.384
H  -0.866  1.459  1.923  0.602
H  0.725  1.596  -0.687  0.346
H  1.146  2.365  0.855  0.437
H  1.323  0.136  1.765  0.315
H  2.408  0.056  -0.937  0.234
H  1.941  -2.161  0.114  0.398
H  3.664  -1.914  -0.180  0.363
H  3.009  -1.747  1.455  0.340
H  3.814  0.659  1.708  0.327
H  3.369  1.845  0.485  0.388
H  5.477  1.546  -0.298  0.349
H  4.819  0.100  -1.052  0.282
H  5.496  -1.177  1.058  0.290
H  6.264  0.302  1.624  0.322
H  7.908  -1.186  0.727  0.327
H  7.533  1.059  -1.302  0.326
H  9.038  0.253  -0.872  0.461
H  8.217  1.268  0.314  0.365
H  6.449  -2.485  -0.818  0.334
H  6.454  -1.132  -1.954  0.289
H  7.953  -1.973  -1.581  0.464
H  -1.048  -0.488  -0.043  0.561
H  -3.275  0.939  1.479  0.592
H  -2.486  -0.590  1.882  0.475
H  -3.442  -1.596  -0.191  0.642

Calculated values
Highest occupied orbital energy (eV): -8.94
HOMO-LUMO gap (eV): 9.6
E_LUMO (eV): 0.69
E (eV): -30070.2598

Molecular formula: C4H9P3
Method: DFT, the ωB97M-V functional and the def2-TZVPD basis

Last column: Mulliken charge in e.
CARTESIAN COORDINATES (ANGSTROEM)
C  -1.713  2.373  1.681  -0.558
C  -0.739  1.420  1.877  -0.211
P  -0.591  -0.107  0.891  -0.099
P  -0.253  0.689  -1.115  0.023
C  -0.554  -0.817  -2.076  -0.755
P  1.474  0.151  0.278  -0.026
C  2.007  -1.473  -0.099  -0.791
H  -1.873  3.261  2.323  0.270
H  -2.348  2.175  0.807  0.198
H  -0.124  1.368  2.777  0.330
H  0.359  -0.958  -2.765  0.235
H  -1.388  -0.691  -2.855  0.325
H  -0.637  -1.641  -1.252  0.200
H  1.198  -2.300  -0.387  0.254
H  2.497  -1.927  0.875  0.288
H  2.687  -1.524  -0.960  0.316

Calculated values
Highest occupied orbital energy (eV): -8.42
HOMO-LUMO gap (eV): 9.3
E_LUMO (eV): 0.86
E (eV): -32158.4848

Molecular formula: C4H5NO
Method: DFT, the ωB97M-V functional and the def2-TZVPD basis

Last column: Mulliken charge in e.
CARTESIAN COORDINATES (ANGSTROEM)
C  -2.984  0.123  0.019  -0.097
C  -1.802  -0.274  -0.064  -0.386
C  -0.426  -0.568  -0.002  -0.288
C  0.440  0.740  0.025  -0.079
N  1.690  0.717  -0.003  -0.469
O  2.251  -0.537  0.019  -0.374
H  -3.990  0.423  0.102  0.402
H  -0.199  -1.246  0.905  0.267
H  -0.192  -1.251  -0.833  0.296
H  -0.077  1.728  -0.084  0.375
H  3.253  -0.507  -0.090  0.352

Calculated values
Highest occupied orbital energy (eV): -9.72
HOMO-LUMO gap (eV): 10.5
E_LUMO (eV): 0.77
E (eV): -7762.4345

Calculated ΔE to the lowest compared entry with this formula, charge and spin in order - 2.721 0.614 0.292 4.092 eV